Record 1
83
Properties=species:S:1:pos:R:3 method="wB97M-V/def2-TZVPD" relative_energy_kj_mol=190.6 total_charge=0 gap_ev="4.088 / 4.089" homo_ev="-5.588 / -5.589"
Hf -0.48 -0.40 0.04
O -1.55 -7.10 -1.10
C -1.49 -6.71 0.08
O -1.54 -7.18 1.25
C -1.29 -5.22 0.14
C -1.45 -4.48 -1.07
C -1.32 -3.11 -1.01
N -0.81 -2.51 0.09
C -0.59 -3.22 1.25
C -0.86 -4.59 1.28
C -0.27 -2.45 2.43
C -0.04 -3.10 3.67
C 0.10 -2.33 4.79
C 0.23 -0.92 4.64
C 0.18 -0.41 3.36
N -0.15 -1.11 2.25
C -1.84 -2.25 -2.08
C -2.37 -2.84 -3.27
C -2.96 -2.01 -4.20
C -2.91 -0.59 -4.03
C -2.29 -0.09 -2.89
N -1.88 -0.88 -1.87
H -1.65 -4.98 -2.02
H -0.62 -5.11 2.21
H 0.05 -4.14 3.69
H 0.09 -2.72 5.80
H 0.27 -0.29 5.53
H 0.39 0.64 3.21
H -2.29 -3.93 -3.36
H -3.39 -2.47 -5.09
H -3.31 0.16 -4.72
H -2.04 0.95 -2.75
C 5.03 -1.06 -4.02
Si 4.26 0.39 -3.08
C 5.56 1.54 -2.25
C 3.15 1.38 -4.18
C 3.55 -0.48 -1.49
C 4.45 -1.21 -0.72
C 4.07 -1.77 0.49
C 2.76 -1.72 0.93
N 1.85 -1.06 0.13
C 2.19 -0.46 -1.03
S 0.90 0.34 -1.94
H 5.35 -0.77 -5.01
H 4.39 -1.95 -4.20
H 5.96 -1.37 -3.53
H 5.68 2.48 -2.82
H 6.59 1.11 -2.13
H 5.23 1.83 -1.25
H 3.85 1.87 -4.86
H 2.60 2.09 -3.47
H 2.44 0.74 -4.73
H 5.45 -1.46 -1.11
H 4.81 -2.19 1.14
H 2.36 -2.08 1.88
C -4.19 0.97 2.40
C -2.85 1.19 1.71
N -2.43 0.22 0.93
O -3.16 -1.06 0.97
C -2.11 2.38 1.88
C -2.68 3.52 2.69
N -0.92 2.54 1.20
O -0.19 1.38 0.86
H -4.14 0.01 2.88
H -5.04 1.00 1.69
H -4.34 1.68 3.20
H -4.08 -0.91 0.66
H -3.81 3.36 2.67
H -2.41 4.44 2.21
H -2.36 3.54 3.73
C -2.04 5.49 0.34
C -0.61 5.03 0.74
C -0.05 5.37 2.10
C -0.36 3.58 0.38
H -1.98 5.95 -0.65
H -2.44 6.22 1.04
H -2.72 4.68 0.28
H 0.14 5.53 0.06
H 0.05 4.46 2.73
H -0.58 6.11 2.71
H 0.94 5.80 1.94
H -0.74 3.35 -0.66
H 0.71 3.39 0.29



Record 2
83
Properties=species:S:1:pos:R:3 method="wB97M-V/def2-TZVPD" relative_energy_kj_mol=493.9 total_charge=0 gap_ev="3.490 / 3.494" homo_ev="-5.134 / -5.135"
Hf -0.29 0.53 -0.13
O 0.50 -3.28 -5.74
C -0.36 -3.19 -4.89
O -1.36 -4.10 -4.85
C -0.46 -1.94 -4.03
C -1.69 -1.57 -3.54
C -1.74 -0.43 -2.68
N -0.57 0.05 -2.18
C 0.60 -0.34 -2.77
C 0.68 -1.26 -3.75
C 1.81 0.35 -2.34
C 2.95 0.62 -3.13
C 3.91 1.51 -2.57
C 3.93 1.82 -1.23
C 2.81 1.43 -0.46
N 1.83 0.74 -0.99
C -2.90 -0.01 -1.86
C -4.26 -0.41 -2.09
C -5.20 -0.04 -1.12
C -4.74 0.52 0.06
C -3.40 0.86 0.23
N -2.46 0.62 -0.75
H -2.62 -2.11 -3.83
H 1.64 -1.47 -4.19
H 3.06 0.14 -4.07
H 4.66 1.96 -3.17
H 4.74 2.37 -0.78
H 2.77 1.67 0.60
H -4.50 -1.01 -2.98
H -6.28 -0.09 -1.25
H -5.44 0.93 0.88
H -3.01 1.41 1.06
C 1.21 3.50 4.61
Si 1.87 4.35 3.12
C 3.65 3.93 2.75
C 1.65 6.15 3.54
C 0.76 4.13 1.59
C 0.17 5.19 0.87
C -0.56 4.95 -0.36
C -0.79 3.68 -0.74
N -0.38 2.64 0.11
C 0.38 2.81 1.22
S 0.77 1.30 2.05
H 1.70 3.78 5.50
H 1.22 2.40 4.35
H 0.17 3.72 4.59
H 3.77 2.83 2.83
H 4.17 4.36 3.60
H 4.00 4.37 1.81
H 2.07 6.40 4.53
H 0.58 6.39 3.70
H 2.11 6.86 2.86
H 0.31 6.22 1.14
H -0.77 5.80 -0.99
H -1.13 3.35 -1.72
C -3.40 -4.93 0.27
C -2.49 -3.81 -0.26
N -2.03 -3.82 -1.48
O -2.22 -4.86 -2.21
C -2.12 -2.71 0.58
C -2.78 -2.69 1.91
N -1.35 -1.78 0.11
O -1.09 -0.83 1.12
H -3.08 -5.85 -0.28
H -4.48 -4.72 0.06
H -3.39 -5.03 1.36
H -1.75 -4.30 -3.94
H -3.10 -1.64 2.10
H -2.16 -3.01 2.72
H -3.72 -3.24 1.95
C 1.63 -4.60 0.76
C 1.74 -3.10 1.15
C 3.10 -2.80 1.89
C 1.67 -2.15 0.09
H 1.47 -5.20 1.69
H 2.56 -4.90 0.30
H 0.85 -4.80 0.07
H 0.97 -2.91 1.93
H 3.99 -3.03 1.31
H 3.27 -3.40 2.81
H 3.18 -1.76 2.23
H 1.03 -2.28 -0.79
H 2.20 -1.23 0.14



Record 3
89
Properties=species:S:1:pos:R:3 method="wB97M-V/def2-TZVPD" relative_energy_kj_mol=195.5 total_charge=0 gap_ev=5.972 homo_ev=-7.206
Li 0.81 1.90 -3.35
Li -1.67 3.57 1.06
S -0.61 0.86 -0.42
O -1.70 -0.07 -0.70
O -1.11 1.97 0.26
O 0.35 0.19 0.37
O -0.04 1.36 -1.69
C 2.63 -0.16 -4.72
O 1.81 0.30 -3.63
H 2.42 0.38 -5.64
H 2.22 -1.24 -4.78
H 3.73 -0.37 -4.45
H 1.89 -0.21 -2.80
C -3.30 -0.54 -3.65
O -3.65 0.66 -2.87
H -3.19 -0.43 -4.57
H -4.09 -1.18 -3.56
H -2.42 -0.93 -3.10
H -3.48 0.33 -1.95
C 2.79 -3.64 -0.93
C 2.90 -5.03 -0.60
C 1.89 -5.53 0.26
C 0.76 -4.82 0.60
C 0.73 -3.46 0.20
C 1.87 -2.86 -0.56
O 1.84 -1.50 -0.93
O 1.94 -6.81 0.49
H 3.49 -3.15 -1.69
H 3.98 -5.58 -0.92
H -0.03 -5.21 1.29
H -0.14 -2.76 0.37
H 1.25 -0.88 -0.41
H 2.63 -6.89 1.25
C -2.84 4.68 -3.77
C -1.93 3.96 -2.87
C -0.89 4.64 -2.31
C -0.66 6.07 -2.52
C -1.49 6.71 -3.58
C -2.55 6.01 -4.18
O -3.23 6.62 -5.11
O -0.20 3.96 -1.38
H -3.57 3.96 -4.24
H -2.16 2.92 -2.70
H 0.11 6.74 -1.74
H -1.34 7.79 -3.80
H -3.24 6.17 -5.91
H -0.42 3.03 -1.23
C 2.09 2.58 2.42
C 2.43 3.46 3.51
C 3.82 3.77 3.75
C 4.80 3.21 2.89
C 4.54 2.18 1.95
C 3.13 1.95 1.71
O 2.82 0.81 1.02
O 4.12 4.79 4.55
H 0.97 2.16 2.16
H 1.70 3.85 4.10
H 5.72 3.54 3.09
H 5.39 1.85 1.56
H 1.74 0.47 1.07
H 4.99 4.99 4.49
C -6.70 -3.04 0.61
C -5.84 -2.04 1.06
C -4.61 -1.65 0.35
C -4.29 -2.43 -0.79
C -5.18 -3.35 -1.35
C -6.35 -3.72 -0.54
O -7.17 -4.63 -1.06
O -3.70 -0.71 0.88
H -7.50 -3.25 1.15
H -5.96 -1.62 2.01
H -3.23 -2.26 -1.30
H -4.95 -3.83 -2.16
H -6.89 -5.09 -1.79
H -3.06 -0.55 0.40
C 2.58 -0.84 5.68
C 1.43 -0.67 4.79
C 1.35 -1.50 3.62
C 2.42 -2.37 3.24
C 3.55 -2.53 4.09
C 3.44 -1.97 5.36
O 4.53 -2.09 6.23
O 0.30 -1.34 2.74
H 2.66 -0.33 6.63
H 0.69 0.18 5.00
H 2.46 -2.73 2.15
H 4.35 -3.18 3.89
H 4.96 -2.82 5.95
H 0.33 -0.81 2.02



Record 4
85
Properties=species:S:1:pos:R:3 method="wB97M-V/def2-TZVPD" s2=3.7834 multiplicity=4 total_charge=+2 gap_ev="6.548 / 4.666" homo_ev="-12.214 / -12.176"
Re -0.59 0.59 -0.14
C 1.42 3.51 1.47
As -0.32 2.98 0.64
C -1.81 3.76 1.71
C -0.27 4.37 -0.73
C 0.19 5.65 -0.44
C 0.23 6.60 -1.45
C -0.25 6.27 -2.73
C -0.63 4.96 -3.03
C -0.61 4.00 -2.04
As -1.32 2.21 -2.19
C -3.20 2.67 -2.39
C -0.88 1.79 -4.09
H 1.37 4.36 2.12
H 2.15 3.71 0.66
H 1.81 2.61 1.98
H -1.64 4.85 1.76
H -1.85 3.36 2.71
H -2.76 3.57 1.22
H 0.49 5.89 0.57
H 0.58 7.60 -1.30
H -0.42 7.03 -3.48
H -0.91 4.74 -4.07
H -3.35 3.59 -2.97
H -3.68 2.85 -1.43
H -3.74 1.88 -2.89
H -1.40 2.44 -4.78
H -1.12 0.76 -4.23
H 0.19 1.90 -4.21
Se -1.27 -1.44 -1.68
P -0.46 -3.38 -1.03
Se 1.72 -3.35 -0.91
C -1.32 -3.82 0.50
C -0.65 -3.95 1.72
C -1.37 -4.31 2.85
C -2.74 -4.59 2.75
C -3.39 -4.52 1.54
C -2.68 -4.13 0.38
C -0.82 -4.71 -2.18
C -1.78 -4.62 -3.21
C -2.15 -5.74 -3.93
C -1.59 -6.99 -3.64
C -0.64 -7.09 -2.66
C -0.24 -5.99 -1.91
H 0.45 -3.76 1.73
H -0.85 -4.50 3.80
H -3.29 -4.80 3.65
H -4.43 -4.76 1.45
H -3.28 -3.98 -0.57
H -2.28 -3.70 -3.46
H -2.91 -5.65 -4.69
H -1.91 -7.87 -4.22
H -0.19 -8.07 -2.45
H 0.58 -6.08 -1.19
S 5.30 -2.51 3.19
C 3.98 -1.53 2.85
S 2.36 -1.99 3.27
C 1.80 -0.70 2.18
N 2.71 0.12 1.71
N 3.98 -0.33 2.17
C 5.08 0.61 2.13
C 5.09 1.75 1.28
C 5.93 2.81 1.55
C 6.85 2.70 2.58
C 6.95 1.56 3.33
C 6.12 0.49 3.06
S 0.10 -0.55 1.75
H 4.32 1.80 0.49
H 5.82 3.71 0.95
H 7.49 3.54 2.79
H 7.68 1.45 4.09
H 6.17 -0.46 3.59
C -3.80 0.11 2.40
C -3.45 -0.04 0.97
N -4.33 -0.75 0.24
O -2.52 0.62 0.41
H -4.35 1.05 2.51
H -2.88 0.25 3.02
H -4.37 -0.76 2.77
H -5.14 -1.18 0.64
H -3.95 -1.18 -0.60
N 1.47 0.23 -0.95
H 1.59 0.70 -1.88
H 1.67 -0.76 -1.15
H 2.15 0.56 -0.28



Record 5
87
Properties=species:S:1:pos:R:3 method="wB97M-V/def2-TZVPD" relative_energy_kj_mol=0.0 s2=2.0059 multiplicity=3 total_charge=-2 gap_ev="4.919 / 5.377" homo_ev="-1.098 / -1.556"
Ti -1.95 -0.72 -2.00
S -4.81 -4.34 -0.24
As -3.12 -3.69 -1.32
S -1.81 -2.28 -0.14
S -3.67 -2.19 -2.90
S -1.87 -5.23 -2.10
C 0.73 1.49 0.38
C 1.25 0.04 0.39
P 1.01 -0.90 1.99
C 2.09 -2.33 1.59
C 1.58 -3.20 0.62
C 2.28 -4.35 0.26
C 3.49 -4.65 0.87
C 3.99 -3.81 1.85
C 3.30 -2.66 2.21
C 2.09 0.13 3.08
C 1.57 0.51 4.31
C 2.28 1.34 5.17
C 3.53 1.82 4.80
C 4.06 1.45 3.57
C 3.35 0.63 2.72
C -0.79 1.63 0.28
P -1.64 1.35 1.92
C -1.96 3.11 2.39
C -2.58 4.06 1.57
C -2.76 5.36 2.01
C -2.32 5.75 3.27
C -1.68 4.82 4.08
C -1.51 3.52 3.64
C -3.26 0.73 1.34
C -3.85 1.09 0.13
C -4.90 0.35 -0.38
C -5.37 -0.76 0.30
C -4.82 -1.11 1.52
C -3.77 -0.37 2.04
H 1.17 2.01 -0.48
H 1.09 2.02 1.27
H 2.32 0.02 0.15
H 0.73 -0.55 -0.36
H 0.62 -3.00 0.15
H 1.84 -5.01 -0.48
H 4.02 -5.55 0.60
H 4.93 -4.05 2.34
H 3.69 -2.02 2.99
H 0.58 0.17 4.58
H 1.86 1.63 6.12
H 4.09 2.47 5.46
H 5.04 1.83 3.27
H 3.77 0.36 1.75
H -1.20 0.93 -0.46
H -1.04 2.62 -0.09
H -2.91 3.78 0.58
H -3.25 6.08 1.36
H -2.46 6.77 3.61
H -1.32 5.12 5.06
H -1.01 2.79 4.28
H -3.46 1.92 -0.45
H -5.31 0.61 -1.35
H -6.11 -1.41 -0.16
H -5.14 -2.02 2.01
H -3.27 -0.69 2.95
C -0.47 -2.66 -4.41
N 0.81 -2.20 -3.90
C 1.71 -3.26 -3.50
C 0.97 -0.92 -3.48
N -0.03 -0.20 -3.09
N 2.28 -0.45 -3.51
C 2.57 0.81 -2.87
C 3.10 -0.70 -4.68
H -0.28 -3.36 -5.23
H -1.04 -1.81 -4.80
H -1.06 -3.19 -3.67
H 2.49 -2.87 -2.84
H 2.18 -3.74 -4.37
H 1.14 -4.02 -2.96
H 0.16 0.80 -3.06
H 2.24 1.67 -3.48
H 3.64 0.90 -2.72
H 2.07 0.86 -1.91
H 2.75 -1.58 -5.21
H 4.14 -0.86 -4.39
H 3.06 0.15 -5.37
F -2.49 1.33 -2.74
B -1.98 2.68 -2.91
F -2.32 3.12 -4.17
F -0.57 2.63 -2.76
F -2.53 3.47 -1.91